# 1
Computed, not measured: 7 unconnected molecules or ions with the total composition C50H54N7O13P2S2 in a non-equilibrium geometry, with ωB97M-V/def2-TZVPD.

Calculated values
LUMO energy (hartree): -0.144
Largest force on an atom (eV/A): 1.90
Highest occupied orbital energy (eV): -10.5946
Spin multiplicity: 1
Charge: +1
Gap between HOMO and LUMO (eV): 6.67

```
128
Properties=species:S:1:pos:R:3:mulliken_charge:R:1
C -3.080 -4.799 -3.191 -0.786
C -3.183 -5.705 -1.948 -0.712
N -2.699 -5.048 -0.724 0.513
C -3.633 -5.123 0.433 -0.645
C -4.104 -3.723 0.833 -0.965
C -1.403 -5.461 -0.371 -0.460
S -0.930 -6.970 -0.011 -0.195
S -0.336 -4.066 -0.330 0.187
C 1.331 -4.709 -0.212 -0.828
C 2.119 -4.443 -1.516 -0.154
C 3.143 -3.320 -1.377 -1.318
N 2.452 -2.032 -1.405 1.142
C 1.836 -1.362 -2.400 -0.591
N 1.733 -1.682 -3.718 -0.057
P 2.413 -3.026 -4.570 0.219
N 1.002 -3.718 -5.245 -0.626
O 3.118 -2.318 -5.842 -0.443
N 1.265 -0.236 -1.964 -0.518
C 1.534 -0.192 -0.647 0.194
C 0.975 0.947 0.126 -0.550
C -0.133 0.548 1.093 -0.096
N -1.033 -0.307 0.840 -0.607
N 2.252 -1.261 -0.271 0.464
P 2.895 -1.768 1.338 0.025
C 4.706 -1.606 1.090 -0.801
C 2.519 -0.492 2.567 -1.132
H -3.197 -3.766 -2.874 0.349
H -2.114 -4.978 -3.660 0.168
H -3.884 -5.058 -3.878 0.236
H -4.230 -5.972 -1.842 0.412
H -2.662 -6.636 -2.155 0.365
H -3.071 -5.508 1.280 0.367
H -4.470 -5.786 0.241 0.476
H -4.866 -3.369 0.144 0.273
H -3.241 -3.067 0.841 0.149
H -4.550 -3.774 1.824 0.386
H 1.834 -4.246 0.632 0.176
H 1.345 -5.775 -0.008 0.529
H 2.568 -5.353 -1.901 0.564
H 1.380 -4.132 -2.250 -0.223
H 3.863 -3.353 -2.185 0.415
H 3.698 -3.468 -0.458 0.530
H 1.179 -1.012 -4.236 0.398
H 1.235 -4.668 -5.508 0.288
H 0.298 -3.741 -4.513 0.317
H 2.498 -1.805 -6.383 0.308
H 0.512 1.595 -0.613 0.414
H 1.713 1.565 0.625 0.299
H -0.148 1.045 2.056 0.411
H -0.926 -0.696 -0.102 0.204
H 5.138 -0.941 1.833 0.415
H 4.977 -1.200 0.110 0.103
H 5.185 -2.571 1.222 0.394
H 1.526 -0.592 2.986 0.332
H 2.647 0.533 2.231 0.331
H 3.262 -0.644 3.346 0.581
C 4.951 0.229 -3.013 -0.225
C 4.888 0.707 -4.251 -0.148
C 5.997 1.520 -4.815 0.063
O 5.934 1.959 -5.940 -0.545
C 7.174 1.772 -3.946 -0.571
C 7.234 1.288 -2.707 -0.517
C 6.126 0.480 -2.147 0.169
O 6.176 0.031 -1.017 -0.555
H 4.155 -0.363 -2.581 0.820
H 4.039 0.533 -4.900 0.473
H 7.970 2.366 -4.376 0.470
H 8.082 1.459 -2.057 0.462
C 2.243 3.723 4.493 -0.573
C 2.224 4.220 5.726 -0.548
C 1.156 3.842 6.689 0.223
O 1.141 4.293 7.812 -0.596
C 0.120 2.893 6.218 -0.267
C 0.139 2.395 4.986 -0.094
C 1.202 2.774 4.036 0.172
O 1.225 2.316 2.902 -0.397
H 3.010 3.985 3.774 0.450
H 2.973 4.914 6.086 0.457
H -0.649 2.632 6.934 0.443
H -0.613 1.703 4.632 0.759
C -3.864 7.443 6.263 -0.345
C -3.040 6.636 5.602 -0.469
C -1.882 6.004 6.277 0.446
O -1.127 5.266 5.672 -0.397
C -1.673 6.299 7.715 -0.199
C -2.497 7.107 8.377 -0.439
C -3.659 7.743 7.704 0.270
O -4.411 8.475 8.305 -0.531
H -4.716 7.917 5.791 0.409
H -3.171 6.403 4.553 0.420
H -0.820 5.824 8.185 0.424
H -2.365 7.338 9.426 0.438
C 3.469 4.199 -5.941 -0.291
C 4.625 4.835 -5.778 -0.396
C 4.670 6.240 -5.299 0.284
O 5.723 6.818 -5.148 -0.534
C 3.373 6.906 -5.011 -0.370
C 2.217 6.267 -5.174 -0.372
C 2.175 4.862 -5.650 0.356
O 1.123 4.275 -5.794 -0.563
H 3.419 3.175 -6.291 0.491
H 5.577 4.364 -5.985 0.559
H 3.427 7.929 -4.663 0.418
H 1.262 6.734 -4.969 0.419
C -6.975 -4.446 -6.921 -0.436
C -7.452 -3.450 -7.662 -0.403
C -6.900 -2.075 -7.553 0.282
O -7.332 -1.167 -8.225 -0.526
C -5.794 -1.857 -6.584 -0.440
C -5.319 -2.853 -5.843 -0.174
C -5.872 -4.226 -5.955 0.565
O -5.435 -5.135 -5.279 -0.574
H -7.363 -5.454 -6.984 0.428
H -8.256 -3.589 -8.374 0.406
H -5.407 -0.848 -6.521 0.419
H -4.515 -2.715 -5.132 0.376
C -3.874 0.821 6.856 -0.308
C -4.566 0.401 7.911 -0.346
C -4.112 -0.761 8.718 0.319
O -4.741 -1.145 9.676 -0.526
C -2.854 -1.433 8.301 -0.380
C -2.163 -1.012 7.245 -0.386
C -2.620 0.147 6.443 0.308
O -1.988 0.535 5.479 -0.541
H -4.187 1.664 6.253 0.487
H -5.484 0.878 8.231 0.417
H -2.539 -2.277 8.902 0.412
H -1.245 -1.488 6.924 0.442
```

***

# 2
Computed, not measured: a molecular structure, C50H55ClGaIN3OP3Si in a non-equilibrium geometry, with ωB97M-V/def2-TZVPD.

Calculated values
LUMO energy (hartree): 0.014
Largest force on an atom (eV/A): 2.52
Highest occupied orbital energy (eV): -7.0654
Spin multiplicity: 1
Gap between HOMO and LUMO (eV): 7.43

```
116
Properties=species:S:1:pos:R:3:mulliken_charge:R:1
Ga -3.066 -1.615 21.862 0.338
C -1.212 -1.874 24.209 -1.284
Si -1.142 -0.550 22.767 0.561
C 0.526 -0.910 21.900 0.341
C 1.460 -1.709 22.580 0.078
C 2.762 -1.921 22.108 -0.934
C 3.152 -1.377 20.907 -1.050
C 2.321 -0.503 20.231 0.024
C 1.000 -0.290 20.658 -0.527
P -0.048 0.929 19.898 0.832
C -0.423 0.458 18.212 0.588
C 0.256 -0.639 17.629 -0.427
C -0.031 -0.976 16.322 -0.605
C -0.969 -0.209 15.591 -0.660
C -1.578 0.890 16.133 -0.686
C -1.318 1.220 17.479 -0.468
C 1.072 2.322 19.637 0.406
C 1.378 3.027 20.804 -0.122
C 2.206 4.161 20.768 -0.876
C 2.733 4.505 19.537 -0.465
C 2.547 3.741 18.399 -0.631
C 1.700 2.647 18.407 -0.355
C -0.926 1.097 23.597 0.244
C 0.264 1.306 24.282 -0.451
C 0.497 2.481 25.022 -0.912
C -0.468 3.431 25.135 -0.941
C -1.687 3.270 24.486 0.187
C -1.961 2.132 23.740 -0.135
P -3.571 2.018 22.978 1.364
C -4.799 2.126 24.323 0.544
C -4.447 2.222 25.707 -0.706
C -5.421 2.442 26.676 -0.702
C -6.802 2.527 26.320 -0.528
C -7.172 2.383 24.993 -0.772
C -6.166 2.197 24.003 -0.916
C -3.754 3.633 22.138 0.377
C -4.884 4.498 22.270 -0.839
C -5.083 5.488 21.316 -0.453
C -4.150 5.709 20.276 -0.750
C -2.989 4.957 20.269 -0.372
C -2.748 3.992 21.247 -0.188
H -0.372 -1.677 24.902 0.562
H -1.098 -2.900 23.794 0.195
H -2.171 -1.797 24.768 -0.135
H 1.180 -2.143 23.549 0.206
H 3.432 -2.490 22.745 0.422
H 4.141 -1.641 20.551 0.398
H 2.681 -0.055 19.305 0.494
H 0.941 -1.183 18.247 0.144
H 0.486 -1.827 15.898 0.448
H -1.285 -0.529 14.598 0.334
H -2.216 1.520 15.542 0.462
H -1.809 2.031 18.014 0.499
H 0.911 2.800 21.765 -0.031
H 2.404 4.736 21.637 0.513
H 3.296 5.438 19.463 0.346
H 3.102 4.012 17.481 0.347
H 1.556 2.027 17.510 0.379
H 1.052 0.550 24.324 0.300
H 1.426 2.540 25.538 0.471
H -0.315 4.331 25.676 0.483
H -2.480 3.993 24.680 0.517
H -3.441 2.078 26.005 0.511
H -5.098 2.604 27.685 0.436
H -7.531 2.593 27.110 0.381
H -8.216 2.493 24.705 0.416
H -6.457 2.184 22.948 0.598
H -5.600 4.344 23.034 0.610
H -6.013 6.082 21.389 0.351
H -4.354 6.475 19.532 0.378
H -2.201 5.063 19.527 0.479
H -1.805 3.367 21.280 -0.228
I -4.147 -0.269 19.880 -0.603
Cl -6.317 -6.339 26.540 -0.241
C -5.944 -4.974 25.553 0.404
C -5.078 -3.953 26.054 -0.934
C -4.640 -2.981 25.181 -0.273
C -5.066 -2.957 23.806 0.631
C -4.785 -1.773 23.005 -0.699
C -5.922 -3.933 23.387 0.186
C -6.386 -4.929 24.243 -0.921
H -4.820 -3.933 27.106 0.420
H -4.004 -2.199 25.546 0.320
H -5.560 -1.525 22.255 0.638
H -4.569 -0.885 23.610 -0.301
H -6.240 -3.902 22.345 0.268
H -7.140 -5.628 23.860 0.386
C -2.241 -6.202 22.659 -0.859
N -2.908 -6.039 21.362 0.524
C -3.273 -7.327 20.735 -1.368
P -2.649 -4.694 20.451 -0.549
O -2.592 -3.435 21.364 1.144
N -3.802 -4.732 19.273 0.329
C -3.623 -3.740 18.136 -0.815
C -5.203 -5.069 19.467 -0.820
N -1.223 -4.609 19.632 0.609
C 0.055 -4.249 20.324 -0.673
C -0.996 -5.445 18.431 -1.111
H -2.629 -7.082 23.144 0.498
H -2.362 -5.365 23.362 0.073
H -1.127 -6.342 22.550 0.241
H -4.228 -7.715 21.141 0.365
H -2.479 -8.081 20.841 0.346
H -3.496 -7.270 19.660 0.460
H -2.547 -3.514 17.997 0.302
H -4.129 -2.794 18.405 0.137
H -4.059 -4.143 17.196 0.313
H -5.331 -5.999 20.046 0.288
H -5.741 -5.164 18.477 0.345
H -5.771 -4.309 20.011 0.155
H -0.209 -3.769 21.292 -0.134
H 0.625 -3.572 19.675 0.263
H 0.688 -5.127 20.524 0.293
H -0.348 -6.285 18.639 0.306
H -0.469 -4.883 17.655 0.283
H -1.944 -5.851 18.033 0.363
```

***

- Look up the highest occupied orbital energy of the first one.
  -10.5946 eV